(1)
Entry from the OMol25 dataset: a cluster of 12 separate species, C44H70Cl22FN3O4 in total in a non-equilibrium geometry (the ωB97M-V functional and the def2-TZVPD basis).

Last column: Mulliken charge in e.
Cartesian coordinates (Å):
C (3.948, -0.863, 1.859)  -0.99
C (3.214, -0.054, 0.732)  1.65
C (3.891, -0.468, -0.600)  -2.09
C (5.154, 0.326, -1.005)  0.46
C (6.451, -0.157, -0.344)  -0.69
F (6.670, -1.522, -0.672)  -0.28
O (1.932, -0.781, 0.654)  -0.42
C (1.192, -0.272, 1.715)  -1.37
O (0.702, -1.019, 2.517)  -0.50
C (1.239, 1.259, 1.561)  2.51
C (0.876, 2.187, 2.750)  -0.74
C (0.599, 1.468, 4.121)  -1.05
N (-0.838, 1.211, 4.354)  -0.50
C (0.233, 1.587, 0.404)  -2.86
C (-1.193, 1.070, 0.657)  0.96
C (-1.554, -0.201, 0.241)  -0.45
C (-2.864, -0.699, 0.427)  -1.78
C (-3.793, 0.133, 1.019)  0.30
C (-3.464, 1.428, 1.457)  -0.54
C (-2.176, 1.882, 1.261)  0.11
C (2.742, 1.405, 1.036)  1.43
O (3.640, 1.962, 2.038)  -0.31
N (4.916, 2.163, 1.543)  0.38
O (5.410, 3.111, 2.017)  -0.53
C (2.691, 2.520, -0.060)  0.40
C (2.597, 3.847, 0.378)  -0.11
C (2.481, 4.956, -0.460)  -1.13
C (2.446, 4.654, -1.839)  -1.06
C (2.565, 3.310, -2.168)  -0.84
N (2.666, 2.251, -1.369)  0.09
H (3.330, -1.723, 2.153)  -0.32
H (4.897, -1.301, 1.516)  0.42
H (4.159, -0.289, 2.775)  0.32
H (3.145, -0.316, -1.396)  0.24
H (4.171, -1.529, -0.555)  0.72
H (5.302, 0.143, -2.086)  -0.04
H (5.070, 1.415, -0.898)  0.18
H (6.434, -0.108, 0.753)  0.28
H (7.335, 0.379, -0.727)  0.35
H (-0.024, 2.778, 2.526)  0.53
H (1.651, 2.943, 2.963)  0.33
H (0.891, 2.197, 4.902)  0.47
H (1.215, 0.577, 4.288)  0.18
H (-1.298, 2.105, 4.211)  0.31
H (-1.132, 0.567, 3.620)  0.20
H (0.550, 1.071, -0.519)  0.79
H (0.109, 2.668, 0.235)  0.79
H (-0.790, -0.811, -0.252)  0.68
H (-3.161, -1.700, 0.116)  0.57
H (-4.832, -0.175, 1.184)  0.36
H (-4.206, 2.087, 1.911)  -0.27
H (-1.883, 2.892, 1.571)  0.38
H (2.611, 4.042, 1.454)  0.34
H (2.380, 5.980, -0.102)  0.43
H (2.350, 5.413, -2.603)  1.01
H (2.569, 3.095, -3.246)  0.53
Cl (0.213, 4.959, -3.248)  -0.06
C (-0.875, 5.112, -4.657)  -0.25
C (-0.446, 6.219, -5.588)  -0.47
Cl (-0.661, 7.832, -4.860)  -0.19
H (-1.887, 5.269, -4.289)  0.32
H (-0.848, 4.158, -5.183)  0.03
H (-1.054, 6.196, -6.492)  0.33
H (0.598, 6.116, -5.876)  0.33
Cl (-1.946, -2.290, 5.103)  -0.20
C (-0.184, -2.512, 5.254)  0.26
C (0.171, -3.859, 5.833)  -0.25
Cl (-0.301, -4.006, 7.550)  -0.22
H (0.208, -1.699, 5.862)  0.31
H (0.233, -2.423, 4.252)  -0.25
H (1.250, -4.006, 5.788)  0.15
H (-0.307, -4.666, 5.282)  0.27
Cl (-6.674, 2.505, 2.613)  -0.06
C (-6.987, 4.005, 3.518)  -0.56
C (-6.020, 5.102, 3.145)  -0.56
Cl (-4.360, 4.749, 3.692)  -0.17
H (-6.941, 3.775, 4.581)  0.30
H (-8.004, 4.314, 3.280)  0.32
H (-6.320, 6.035, 3.621)  0.39
H (-5.993, 5.259, 2.069)  0.32
Cl (-3.261, -2.272, -4.841)  -0.20
C (-2.284, -0.781, -4.896)  -0.10
C (-1.445, -0.602, -3.655)  -0.45
Cl (-2.433, -0.259, -2.206)  -0.07
H (-2.957, 0.059, -5.043)  -0.13
H (-1.639, -0.859, -5.772)  0.38
H (-0.774, 0.248, -3.788)  0.23
H (-0.842, -1.484, -3.448)  0.35
Cl (6.881, -4.724, -5.253)  -0.19
C (7.145, -4.095, -3.605)  -0.45
C (5.856, -3.952, -2.836)  -0.38
Cl (4.822, -2.658, -3.489)  -0.12
H (7.669, -3.146, -3.686)  0.23
H (7.798, -4.804, -3.097)  0.39
H (6.074, -3.688, -1.801)  0.11
H (5.283, -4.877, -2.841)  0.42
Cl (6.938, -0.775, -5.230)  -0.13
C (5.891, 0.143, -6.337)  -0.52
C (5.848, 1.601, -5.957)  -0.56
Cl (5.004, 1.818, -4.405)  -0.04
H (4.898, -0.303, -6.318)  0.27
H (6.297, 0.026, -7.341)  0.36
H (5.304, 2.173, -6.708)  0.31
H (6.847, 2.024, -5.868)  0.31
Cl (-5.208, 0.199, -7.534)  -0.17
C (-5.492, 1.674, -6.578)  -0.56
C (-4.494, 2.759, -6.901)  -0.43
Cl (-2.851, 2.341, -6.347)  -0.14
H (-5.463, 1.405, -5.524)  0.32
H (-6.498, 2.018, -6.816)  0.38
H (-4.775, 3.682, -6.394)  0.27
H (-4.449, 2.958, -7.970)  0.34
Cl (3.631, -3.664, 3.799)  -0.19
C (3.623, -5.076, 2.709)  -0.41
C (2.461, -5.048, 1.740)  0.10
Cl (0.896, -5.292, 2.557)  -0.22
H (3.612, -5.974, 3.323)  0.34
H (4.562, -5.053, 2.160)  0.27
H (2.566, -5.853, 1.015)  0.19
H (2.415, -4.105, 1.198)  -0.03
Cl (-6.989, -2.669, 0.880)  -0.20
C (-7.895, -1.464, 1.836)  -0.52
C (-8.806, -0.626, 0.976)  -0.08
Cl (-7.896, 0.461, -0.106)  -0.16
H (-7.176, -0.850, 2.374)  0.37
H (-8.484, -2.016, 2.565)  0.32
H (-9.429, 0.005, 1.609)  -0.08
H (-9.456, -1.246, 0.362)  0.39
Cl (6.813, -6.913, 2.887)  -0.17
C (5.887, -8.400, 2.564)  -0.52
C (5.546, -8.553, 1.103)  -0.47
Cl (4.365, -7.333, 0.556)  -0.17
H (4.991, -8.382, 3.183)  0.31
H (6.507, -9.236, 2.886)  0.36
H (5.095, -9.529, 0.929)  0.30
H (6.431, -8.470, 0.475)  0.33
Cl (-9.097, -1.088, 4.502)  -0.18
C (-10.003, 0.106, 5.470)  -0.45
C (-10.924, 0.953, 4.627)  -0.59
Cl (-10.024, 2.049, 3.548)  -0.15
H (-9.279, 0.715, 6.008)  0.32
H (-10.587, -0.454, 6.199)  0.32
H (-11.541, 1.576, 5.273)  0.34
H (-11.581, 0.343, 4.012)  0.35

- SMILES string = C[C@@]1(CCCF)OC(=O)[C@](CCN)(Cc2ccccc2)[C@]1(ON=O)c1ccccn1.ClCCCl.ClCCCl.ClCCCl.ClCCCl.ClCCCl.ClCCCl.ClCCCl.ClCCCl.ClCCCl.ClCCCl.ClCCCl
- total charge = 0

---

(2)
Entry from the OMol25 dataset: a cluster of 6 separate species, C44H70O14 in total in a non-equilibrium geometry (the ωB97M-V functional and the def2-TZVPD basis).

Last column: Mulliken charge in e.
Cartesian coordinates (Å):
C (4.221, 2.011, 1.603)  -1.30
C (3.615, 1.614, 0.242)  -0.27
C (2.061, 1.729, 0.240)  0.24
C (1.457, 0.507, -0.527)  -0.76
C (-0.043, 0.774, -0.941)  -0.47
C (-1.039, -0.076, -0.104)  -0.21
C (-2.175, -0.735, -0.922)  -1.10
C (-3.586, -0.536, -0.335)  -0.82
C (-3.706, -0.730, 1.198)  -0.51
C (-4.637, -1.889, 1.659)  -0.83
C (-4.543, -3.194, 0.842)  -1.16
C (-3.120, -3.720, 0.655)  0.72
C (-2.650, -4.647, 1.791)  -0.66
O (-1.239, -4.488, 2.002)  -0.34
C (-0.490, -5.068, 1.058)  0.71
O (-0.917, -5.790, 0.169)  -0.58
O (0.845, -4.830, 1.165)  -0.33
C (1.186, -3.501, 0.728)  -0.22
C (2.454, -3.479, -0.091)  0.70
C (2.212, -4.143, -1.482)  -1.52
O (3.526, -4.075, 0.594)  -0.31
C (4.747, -3.976, -0.141)  -0.62
C (5.862, -3.855, 0.872)  0.73
C (5.962, -4.721, 1.939)  -0.45
C (6.963, -4.564, 2.855)  -0.43
C (7.886, -3.553, 2.771)  -0.46
C (7.797, -2.698, 1.695)  -0.90
C (6.795, -2.858, 0.774)  -0.38
H (3.540, 1.782, 2.427)  0.38
H (5.172, 1.512, 1.814)  0.35
H (4.439, 3.084, 1.620)  0.26
H (4.008, 2.274, -0.534)  0.29
H (3.878, 0.570, 0.044)  0.20
H (1.758, 1.686, 1.292)  0.36
H (1.760, 2.669, -0.222)  -0.46
H (1.569, -0.406, 0.062)  0.17
H (2.081, 0.392, -1.422)  0.53
H (-0.217, 1.817, -0.663)  0.09
H (-0.172, 0.649, -2.017)  0.47
H (-1.437, 0.547, 0.700)  0.47
H (-0.451, -0.880, 0.353)  -0.11
H (-2.178, -0.269, -1.917)  0.60
H (-1.931, -1.784, -1.116)  0.33
H (-3.873, 0.497, -0.565)  0.26
H (-4.303, -1.153, -0.887)  0.47
H (-4.159, 0.197, 1.590)  0.32
H (-2.754, -0.844, 1.719)  0.52
H (-4.326, -2.142, 2.683)  0.33
H (-5.667, -1.525, 1.736)  0.25
H (-5.066, -3.030, -0.104)  0.42
H (-5.143, -3.947, 1.374)  0.47
H (-3.085, -4.262, -0.294)  0.41
H (-2.375, -2.925, 0.578)  -0.81
H (-3.151, -4.319, 2.706)  0.47
H (-2.945, -5.679, 1.604)  0.30
H (1.268, -2.843, 1.605)  0.41
H (0.349, -3.103, 0.140)  -0.03
H (2.654, -2.417, -0.310)  0.01
H (2.651, -5.141, -1.510)  0.35
H (1.159, -4.146, -1.762)  0.39
H (2.730, -3.538, -2.235)  0.37
H (4.719, -3.022, -0.685)  0.31
H (4.888, -4.823, -0.819)  0.27
H (5.249, -5.526, 2.080)  0.44
H (7.037, -5.263, 3.684)  0.38
H (8.657, -3.428, 3.521)  0.43
H (8.527, -1.904, 1.579)  0.45
H (6.771, -2.149, -0.051)  0.39
O (-5.452, 2.132, 2.483)  -0.62
C (-6.205, 2.170, 1.553)  0.57
O (-5.855, 2.594, 0.315)  -0.38
C (-7.013, 2.617, -0.540)  -0.36
C (-7.998, 1.654, 0.100)  -0.41
C (-7.674, 1.801, 1.582)  -0.35
H (-7.398, 3.638, -0.576)  0.26
H (-6.725, 2.313, -1.544)  0.33
H (-9.035, 1.871, -0.150)  0.13
H (-7.781, 0.633, -0.223)  0.34
H (-8.233, 2.617, 2.042)  0.22
H (-7.831, 0.874, 2.127)  0.31
O (2.403, 1.437, -4.256)  -0.59
C (2.270, 2.585, -3.952)  0.48
O (1.488, 2.987, -2.916)  -0.24
C (1.450, 4.429, -2.882)  -0.04
C (2.697, 4.887, -3.618)  -0.59
C (2.878, 3.783, -4.651)  -0.46
H (0.531, 4.761, -3.371)  0.29
H (1.441, 4.763, -1.845)  -0.06
H (2.601, 5.883, -4.046)  0.38
H (3.547, 4.896, -2.935)  0.25
H (2.314, 3.980, -5.564)  0.26
H (3.924, 3.605, -4.883)  0.30
O (2.893, 6.084, 0.907)  -0.57
C (1.797, 6.242, 1.361)  0.49
O (1.327, 7.448, 1.764)  -0.39
C (0.026, 7.294, 2.359)  -0.42
C (-0.516, 5.989, 1.798)  -0.63
C (0.757, 5.170, 1.613)  0.48
H (0.142, 7.264, 3.444)  0.24
H (-0.593, 8.148, 2.096)  0.35
H (-1.257, 5.517, 2.441)  0.36
H (-0.982, 6.168, 0.827)  0.27
H (1.025, 4.621, 2.517)  0.33
H (0.688, 4.492, 0.767)  -0.51
O (-10.150, 3.993, 1.179)  -0.56
C (-10.895, 4.032, 0.244)  0.58
O (-10.515, 4.454, -0.986)  -0.34
C (-11.653, 4.490, -1.867)  -0.45
C (-12.663, 3.535, -1.250)  -0.49
C (-12.369, 3.679, 0.240)  -0.48
H (-12.023, 5.516, -1.912)  0.27
H (-11.346, 4.183, -2.864)  0.32
H (-13.692, 3.764, -1.523)  0.33
H (-12.451, 2.514, -1.570)  0.26
H (-12.928, 4.499, 0.692)  0.30
H (-12.547, 2.755, 0.784)  0.27
O (13.071, -5.192, -1.599)  -0.57
C (11.914, -5.044, -1.339)  0.43
O (11.366, -3.839, -1.045)  -0.38
C (9.987, -4.005, -0.671)  -0.03
C (9.562, -5.329, -1.283)  -0.44
C (10.860, -6.130, -1.238)  -0.41
H (9.920, -4.013, 0.419)  0.07
H (9.404, -3.170, -1.053)  0.20
H (8.732, -5.798, -0.758)  0.27
H (9.261, -5.178, -2.321)  0.28
H (10.984, -6.654, -0.289)  0.27
H (10.941, -6.827, -2.068)  0.30

- SMILES string = CCCCCCCCCCCCCOC(=O)OC[C@H](C)OCc1ccccc1.O=C1CCCO1.O=C1CCCO1.O=C1CCCO1.O=C1CCCO1.O=C1CCCO1
- total charge = 0

---

(3)
Entry from the OMol25 dataset: a structure of composition C44H72BKN4O2PSSb (the ωB97M-V functional and the def2-TZVPD basis).

Last column: Mulliken charge in e.
Cartesian coordinates (Å):
K (-1.046, -0.086, 0.064)  1.04
C (-4.315, 1.987, 3.305)  -2.18
C (-3.196, 1.171, 2.714)  0.24
N (-2.355, 1.641, 1.873)  1.18
N (-2.412, 2.951, 1.540)  -0.72
C (-1.302, 3.505, 0.991)  -0.53
N (-1.485, 4.817, 0.780)  -0.37
S (-2.012, 2.326, -1.781)  -0.66
C (-2.991, -0.241, 3.142)  0.50
C (-3.595, -0.732, 4.299)  -0.88
C (-3.341, -2.032, 4.703)  -0.80
C (-2.486, -2.814, 3.948)  -1.14
C (-1.917, -2.241, 2.822)  -0.59
N (-2.154, -0.998, 2.421)  1.38
H (-4.814, 2.558, 2.519)  0.52
H (-3.948, 2.697, 4.052)  0.27
H (-5.073, 1.368, 3.774)  0.54
H (-3.106, 3.552, 1.977)  0.29
H (-2.399, 5.169, 0.506)  0.22
H (-0.734, 5.259, 0.273)  0.30
H (-4.236, -0.102, 4.897)  0.43
H (-3.801, -2.422, 5.601)  0.42
H (-2.257, -3.835, 4.220)  0.53
H (-1.231, -2.818, 2.209)  0.57
C (-4.076, -3.410, -0.135)  -2.38
C (-3.506, -3.604, -1.548)  2.14
C (-2.272, -4.504, -1.452)  -2.02
C (-4.579, -4.289, -2.395)  -1.79
P (-2.946, -1.881, -2.069)  0.57
C (-4.541, -1.009, -2.296)  0.32
C (-4.843, -0.026, -1.355)  -0.44
C (-6.032, 0.689, -1.420)  -0.66
C (-6.935, 0.440, -2.440)  -0.71
C (-6.645, -0.527, -3.394)  -0.76
C (-5.461, -1.245, -3.320)  -0.16
C (-2.121, -1.924, -3.761)  2.34
C (-2.581, -2.972, -4.774)  -1.99
C (-0.622, -2.131, -3.487)  -2.15
C (-2.293, -0.523, -4.362)  -1.86
H (-4.358, -4.382, 0.281)  0.57
H (-4.966, -2.778, -0.149)  0.38
H (-3.345, -2.950, 0.533)  0.53
H (-2.543, -5.448, -0.969)  0.52
H (-1.483, -4.037, -0.856)  0.28
H (-1.860, -4.742, -2.433)  0.31
H (-4.829, -5.254, -1.943)  0.53
H (-4.250, -4.479, -3.415)  0.30
H (-5.494, -3.698, -2.429)  0.33
H (-4.126, 0.205, -0.576)  0.56
H (-6.239, 1.456, -0.684)  0.46
H (-7.858, 1.003, -2.501)  0.37
H (-7.342, -0.721, -4.200)  0.45
H (-5.257, -1.993, -4.073)  0.20
H (-2.380, -3.990, -4.436)  0.36
H (-2.027, -2.823, -5.706)  0.53
H (-3.641, -2.891, -5.012)  0.26
H (-0.414, -3.078, -2.985)  0.20
H (-0.226, -1.316, -2.878)  0.29
H (-0.078, -2.129, -4.436)  0.62
H (-3.306, -0.363, -4.732)  0.33
H (-1.602, -0.412, -5.204)  0.53
H (-2.077, 0.267, -3.637)  0.22
C (4.872, -1.442, -3.181)  -1.80
C (5.103, -0.004, -3.646)  1.91
C (5.389, -0.036, -5.154)  -1.80
C (6.332, 0.547, -2.910)  -1.61
C (3.892, 0.893, -3.372)  0.02
C (3.915, 2.222, -3.795)  -0.26
C (2.838, 3.090, -3.618)  -1.62
C (1.720, 2.591, -2.989)  1.48
O (0.528, 3.200, -2.740)  -0.65
B (-0.310, 2.226, -2.129)  0.42
O (0.501, 1.049, -1.911)  0.30
C (1.698, 1.284, -2.527)  -1.19
C (2.752, 0.417, -2.711)  0.41
H (5.751, -2.046, -3.414)  0.48
H (4.013, -1.894, -3.683)  0.34
H (4.708, -1.497, -2.103)  0.20
H (6.249, -0.678, -5.361)  0.46
H (5.611, 0.957, -5.543)  0.33
H (4.529, -0.427, -5.700)  0.39
H (7.205, -0.079, -3.109)  0.49
H (6.162, 0.563, -1.832)  0.20
H (6.564, 1.564, -3.228)  0.31
H (4.796, 2.601, -4.298)  0.42
H (2.870, 4.111, -3.975)  0.43
H (2.679, -0.602, -2.359)  0.52
C (2.781, 0.060, 5.397)  -1.82
C (1.723, -0.261, 4.347)  1.75
C (0.334, -0.102, 4.976)  -1.77
C (1.868, -1.716, 3.900)  -1.94
Sb (1.728, 0.972, 2.510)  0.86
C (2.165, 2.999, 3.265)  1.75
C (3.547, 3.192, 3.884)  -1.66
C (1.086, 3.328, 4.297)  -1.84
C (2.012, 3.960, 2.084)  -1.52
C (3.613, 0.402, 1.516)  2.00
C (3.273, -0.847, 0.698)  -1.41
C (4.804, 0.099, 2.420)  -1.82
C (3.982, 1.520, 0.541)  -0.98
H (2.712, -0.667, 6.217)  0.53
H (2.627, 1.048, 5.831)  0.30
H (3.795, 0.016, 5.002)  0.25
H (0.224, -0.812, 5.805)  0.54
H (-0.459, -0.305, 4.255)  0.27
H (0.173, 0.899, 5.377)  0.28
H (1.686, -2.382, 4.752)  0.51
H (2.865, -1.936, 3.519)  0.36
H (1.142, -1.974, 3.122)  0.22
H (3.731, 2.530, 4.729)  0.21
H (3.635, 4.224, 4.247)  0.52
H (4.342, 3.042, 3.154)  0.26
H (1.209, 2.753, 5.217)  0.38
H (0.082, 3.149, 3.903)  0.13
H (1.151, 4.390, 4.564)  0.55
H (2.800, 3.831, 1.343)  0.29
H (2.074, 4.991, 2.453)  0.56
H (1.051, 3.828, 1.584)  -0.03
H (2.989, -1.694, 1.324)  0.32
H (4.148, -1.148, 0.109)  0.29
H (2.459, -0.650, -0.004)  -0.03
H (4.626, -0.768, 3.058)  0.31
H (5.067, 0.941, 3.060)  0.28
H (5.680, -0.130, 1.800)  0.49
H (3.133, 1.840, -0.070)  0.33
H (4.753, 1.161, -0.150)  -0.37
H (4.385, 2.393, 1.055)  0.31

- total charge = 0

---

| no. | highest occupied orbital energy (Eh) | Kohn-Sham gap (Ha) |
| --- | --- | --- |
| 1 | -0.3060 | 0.3050 |
| 2 | -0.3446 | 0.3577 |
| 3 | -0.2445 | 0.2406 |